(1)
Density functional theory data (ωB97M-V/def2-TZVPD) for a single C6H9N molecule in a non-equilibrium geometry.

Values from the calculation:
SMILES string ... C=C=CCN1CC1
ΔE to the lowest compared entry with this formula, charge and spin ... 535.31 kJ/mol
Lowest unoccupied orbital energy ... 1.05 eV
Orbital gap ... 9.368 eV
Energy ... -288.5782 a.u.

Geometry (Å):
C -1.3370 0.8620 0.3658
C 1.2816 -0.7989 -0.6958
H -2.8091 -0.3085 -0.7825
H -0.6622 -0.6722 -1.6687
C 1.8632 0.0801 0.0652
C -2.3726 -0.1862 0.2111
H -1.0746 1.4264 -0.5303
H -1.2434 1.4161 1.2975
H 2.6346 1.9465 0.1888
H 3.3667 0.6971 1.3876
H -0.4406 -2.1614 -0.7777
H 2.3963 -1.2088 -0.3930
C -0.2390 -1.0891 -0.7263
C 2.6671 0.9524 0.6073
H -3.0582 -0.4115 1.0278
N -0.9729 -0.5441 0.4232

Force components x, y, z for each atom (eV/Å):
C 0.12 0.25 -0.01
C 0.58 0.17 1.04
H 0.20 -0.05 0.13
H 0.51 -0.05 0.25
C -0.57 1.17 0.16
C -0.13 -0.11 -0.08
H 0.01 -0.13 0.11
H 0.01 -0.13 -0.17
H 0.48 0.11 -0.12
H -0.35 0.21 0.42
H 0.15 0.04 0.10
H -1.99 -1.39 -1.80
C 0.29 -0.29 -0.04
C 0.14 0.33 0.19
H 0.25 -0.01 -0.15
N 0.31 -0.13 -0.02

(2)
Density functional theory data (ωB97M-V/def2-TZVPD) for 2 unconnected molecules or ions with the total composition C6H9N in a non-equilibrium geometry.

Values from the calculation:
ΔE to the lowest compared entry with this formula, charge and spin ... 436.40 kJ/mol
Lowest unoccupied orbital energy ... 1.14 eV
Orbital gap ... 9.943 eV
Energy ... -288.6158 a.u.

Geometry (Å):
H -0.6926 2.4009 1.0176
C 0.5512 -1.7298 -0.2659
C -0.0346 1.6694 1.5131
H -0.9261 -1.1668 1.3874
H 0.1247 1.8488 2.6545
H 1.1269 -1.1443 -1.0318
H -0.1460 -2.1550 -0.8691
H 2.1992 1.3987 1.3480
H 1.1837 -2.3960 0.2818
C 1.2718 1.3662 0.7524
N -1.9467 -0.5346 -2.8145
H -1.9722 -0.3652 -3.7720
C 0.2373 0.3389 0.9758
H 1.4909 1.9672 -0.2673
C -0.1495 -0.9025 0.7994
C -2.3180 -0.5960 -1.7096

Force components x, y, z for each atom (eV/Å):
H 0.01 -0.79 0.32
C 1.44 2.04 1.48
C 0.89 0.91 2.49
H -2.74 -1.58 1.20
H -0.53 -0.22 -2.12
H -0.14 -0.02 1.32
H -2.13 -2.09 -1.35
H -0.59 -0.51 -0.20
H 0.52 -1.00 -0.37
C 0.86 1.85 -2.17
N -0.41 -0.08 1.43
H 0.21 0.17 -1.38
C 0.44 1.14 -0.24
H -0.90 -1.68 2.18
C 2.93 1.94 -2.51
C 0.15 -0.07 -0.09

(3)
Density functional theory data (ωB97M-V/def2-TZVPD) for a single C6H9N molecule.

Values from the calculation:
SMILES string ... [H]/N=C(C)/C=C\C=C
ΔE to the lowest compared entry with this formula, charge and spin ... 173.30 kJ/mol
Lowest unoccupied orbital energy ... 0.40 eV
Orbital gap ... 9.190 eV
Energy ... -288.7160 a.u.

Geometry (Å):
H -1.4112 1.7676 0.5997
C -1.2695 -1.0419 -0.1246
H -2.8650 1.4656 1.7252
H -1.7606 -1.9691 -0.4255
C 0.9978 0.1294 -0.3379
H 1.4728 1.8638 0.2442
H 2.9764 0.7291 -0.9348
H 2.5016 -0.8553 -1.5754
C -2.1364 -0.2280 0.7390
C 2.4348 -0.1943 -0.7056
C 0.0042 -0.9387 -0.5581
H 2.9482 -0.6895 0.1271
H -2.9382 -0.8145 1.1879
N 0.6520 1.2659 0.1348
C -2.1256 1.0781 1.0275
H 0.3747 -1.7894 -1.1310

Force components x, y, z for each atom (eV/Å):
H -0.08 -0.17 0.10
C 0.11 -0.01 -0.04
H 0.04 -0.06 -0.16
H 0.11 0.12 0.05
C -0.05 0.17 0.09
H -0.04 -0.02 -0.05
H -0.07 -0.16 0.06
H -0.07 0.07 0.13
C -0.03 0.10 0.08
C 0.06 0.02 -0.03
C -0.15 0.00 0.01
H -0.14 0.02 -0.10
H 0.12 0.01 -0.03
N 0.26 -0.17 -0.14
C -0.01 -0.11 -0.04
H -0.07 0.18 0.07